ORCA calculation (wB97M-V/def2-TZVPD) on a molecular structure, C34H86N6O13S2 at a distorted geometry.

Each line ends with the Löwdin charge.
Geometry (Å):
C  -7.644080  1.122399  -2.710366  -0.14
C  -6.048624  1.507512  -2.665653  -0.24
C  -5.569823  2.170365  -1.207215  -0.18
C  -3.962022  2.473087  -1.314363  -0.22
N  -3.309840  2.946135  -0.034421  -0.19
O  -2.413712  3.924698  -0.255618  -0.38
S  -1.062261  3.082738  -0.953730  0.99
O  0.280491  3.721992  -0.431529  -0.46
O  -1.053435  3.383724  -2.653898  -0.81
S  -1.458536  5.030890  -2.853579  0.75
H  -7.979865  0.597633  -1.717886  0.07
H  -8.356179  2.060889  -2.900957  0.09
H  -7.772677  0.313447  -3.569649  0.08
H  -5.378047  0.541227  -2.845378  0.10
H  -5.735874  2.279884  -3.487341  0.11
H  -6.106229  3.194837  -0.994970  0.12
H  -5.786302  1.347130  -0.390498  0.11
H  -3.764995  3.182542  -2.226042  0.11
H  -3.442138  1.432667  -1.583623  0.11
H  -3.997296  3.183997  0.713576  0.14
H  -2.758298  5.202496  -3.355550  -0.10
C  2.321739  -2.584252  -5.568378  -0.11
O  2.220396  -2.178444  -4.209045  -0.19
C  2.444516  -0.776755  -4.016185  -0.19
C  1.132693  -0.059863  -3.654530  -0.20
N  0.220370  0.001430  -4.803984  -0.04
C  -1.145131  0.404325  -4.450658  -0.18
C  -1.929447  -0.491961  -3.462936  -0.22
O  -2.272650  -1.776855  -3.982030  -0.18
C  -1.231854  -2.741099  -3.912843  -0.09
H  2.349851  -3.677083  -5.594252  0.09
H  1.447550  -2.259012  -6.140519  0.07
H  3.234742  -2.201948  -6.033147  0.09
H  2.933399  -0.312319  -4.880262  0.12
H  3.129968  -0.688707  -3.167212  0.11
H  1.359562  0.960048  -3.319237  0.12
H  0.682739  -0.600938  -2.818988  0.09
H  0.180707  -0.911302  -5.246525  0.06
H  -1.710988  0.428354  -5.390348  0.12
H  -1.129763  1.431350  -4.066288  0.09
H  -2.882284  0.009273  -3.262507  0.10
H  -1.433351  -0.583598  -2.489482  0.10
H  -0.602359  -2.613726  -3.027362  0.09
H  -0.631433  -2.703564  -4.822113  0.07
H  -1.686332  -3.733901  -3.869465  0.09
C  -2.120997  -3.256075  3.838612  -0.11
O  -1.394973  -3.196851  2.617089  -0.20
C  -1.615322  -4.330495  1.769472  -0.20
C  -2.453290  -3.937683  0.541012  -0.20
N  -3.843936  -3.644461  0.911765  -0.05
C  -4.610792  -2.987959  -0.152516  -0.18
C  -4.113808  -1.612210  -0.656892  -0.21
O  -4.234442  -0.558277  0.298551  -0.20
C  -3.185272  -0.502293  1.254540  -0.09
H  -1.734857  -2.475674  4.500134  0.09
H  -3.184103  -3.057215  3.672500  0.07
H  -1.995456  -4.223699  4.332256  0.09
H  -2.062448  -5.172188  2.310738  0.12
H  -0.627924  -4.652615  1.423589  0.12
H  -2.439188  -4.761539  -0.183677  0.12
H  -1.973970  -3.070749  0.080549  0.09
H  -3.850679  -3.042766  1.729331  0.06
H  -5.624143  -2.844629  0.242914  0.12
H  -4.699816  -3.670668  -1.006179  0.12
H  -4.758346  -1.325970  -1.494712  0.11
H  -3.097686  -1.653733  -1.066640  0.09
H  -2.222226  -0.809551  0.836570  0.09
H  -3.441793  -1.111258  2.121746  0.07
H  -3.093393  0.529314  1.603013  0.08
C  7.245020  0.856276  2.029286  -0.12
O  6.045280  0.710896  2.779101  -0.20
C  5.289300  1.923313  2.882524  -0.20
C  4.007554  1.840115  2.036468  -0.20
N  4.310348  1.870860  0.599560  -0.05
C  3.172197  1.503207  -0.249674  -0.19
C  2.569620  0.088640  -0.076539  -0.21
O  3.429389  -0.970950  -0.496381  -0.19
C  4.408537  -1.353294  0.459070  -0.09
H  7.850221  -0.041689  2.181372  0.08
H  7.030858  0.937419  0.959293  0.07
H  7.821510  1.724273  2.360926  0.09
H  5.885409  2.806714  2.626415  0.12
H  5.001536  2.017696  3.934491  0.12
H  3.355145  2.686449  2.285852  0.12
H  3.490786  0.918442  2.313637  0.10
H  5.074088  1.230593  0.406540  0.06
H  3.523498  1.584349  -1.285914  0.12
H  2.376398  2.247962  -0.128010  0.10
H  1.691721  0.032108  -0.728769  0.10
H  2.195617  -0.090531  0.938420  0.11
H  4.046992  -1.261974  1.487424  0.09
H  5.315554  -0.765708  0.315024  0.07
H  4.672022  -2.398692  0.280718  0.09
C  14.015040  0.964098  2.548828  -0.11
O  14.167487  0.499032  1.213459  -0.20
C  14.641607  -0.850328  1.132247  -0.20
C  13.526110  -1.791579  0.647151  -0.21
N  12.488042  -1.965827  1.671547  -0.06
C  11.267695  -2.606630  1.169671  -0.19
C  10.489565  -1.891866  0.039318  -0.21
O  9.873703  -0.666152  0.434966  -0.20
C  10.742691  0.457492  0.444427  -0.09
H  13.860561  2.046098  2.514942  0.09
H  13.135990  0.515880  3.021803  0.07
H  14.906253  0.758815  3.148280  0.09
H  15.077401  -1.194231  2.077314  0.12
H  15.441433  -0.850965  0.384832  0.12
H  13.959992  -2.769515  0.403231  0.12
H  13.111954  -1.364584  -0.269092  0.10
H  12.239969  -1.057914  2.051878  0.06
H  10.590667  -2.692887  2.028730  0.12
H  11.502762  -3.629165  0.850416  0.12
H  9.667667  -2.554149  -0.252518  0.12
H  11.091990  -1.752045  -0.866031  0.11
H  11.499235  0.407344  -0.344048  0.09
H  11.211616  0.554550  1.423905  0.07
H  10.142428  1.356718  0.285788  0.09
C  -12.717029  0.249662  1.840291  -0.11
O  -12.582377  1.616543  2.209402  -0.20
C  -12.226535  1.801435  3.584664  -0.20
C  -10.775006  2.294234  3.710438  -0.20
N  -9.817415  1.238001  3.357269  -0.06
C  -8.445637  1.724425  3.174589  -0.19
C  -8.193405  2.773400  2.065489  -0.21
O  -8.363392  2.276374  0.737984  -0.21
C  -9.710281  2.235808  0.288483  -0.09
H  -13.189790  0.210021  0.855068  0.09
H  -11.738177  -0.232879  1.760684  0.07
H  -13.345218  -0.296362  2.549501  0.09
H  -12.399832  0.899364  4.182637  0.12
H  -12.889486  2.581810  3.971785  0.12
H  -10.591748  2.616723  4.743166  0.12
H  -10.665935  3.163394  3.057740  0.10
H  -10.116540  0.791952  2.495840  0.06
H  -7.836738  0.843463  2.935978  0.12
H  -8.072139  2.116066  4.128463  0.12
H  -7.141418  3.069174  2.137222  0.11
H  -8.769943  3.693950  2.214865  0.11
H  -10.309644  3.058278  0.689571  0.09
H  -10.156241  1.273709  0.541810  0.07
H  -9.710581  2.312281  -0.801582  0.07

Cartesian forces, eV/Å:
C 0.285 -0.400 -0.379
C 0.529 0.406 0.808
C 0.469 -0.412 -0.675
C -0.772 -1.660 -0.857
N -3.364 -2.979 -0.342
O 2.894 1.785 -1.517
S 4.829 1.012 2.338
O -5.346 -1.754 -2.059
O -1.717 1.366 1.618
S 0.401 1.126 -0.954
H 0.761 1.108 -1.785
H 1.718 -2.092 0.359
H 0.022 1.891 1.691
H -1.540 1.967 0.423
H -0.845 -1.490 1.301
H 0.763 -2.165 -0.331
H 0.472 1.957 -1.430
H -0.347 -0.971 1.907
H -1.090 2.189 0.464
H 1.067 0.340 -1.011
H 0.861 -1.251 0.510
C -0.136 -0.177 0.391
O 0.188 0.238 -0.583
C -0.355 0.113 0.669
C 0.307 -0.235 -0.699
N -0.021 -0.006 0.407
C -0.075 -0.376 -0.147
C -0.131 0.257 -0.446
O 0.203 0.247 0.405
C -0.312 -0.077 -0.155
H 0.008 0.138 0.108
H 0.099 0.066 -0.189
H -0.049 0.039 -0.034
H -0.213 -0.122 -0.076
H -0.075 -0.001 -0.004
H -0.041 -0.062 -0.051
H 0.114 -0.054 0.234
H 0.049 0.186 0.108
H -0.037 0.020 0.178
H 0.055 -0.177 0.045
H 0.005 -0.060 -0.087
H 0.164 -0.115 -0.050
H 0.053 0.086 -0.098
H 0.267 -0.079 0.100
H -0.094 0.118 0.033
C 0.217 0.306 -0.174
O -0.329 -0.470 0.285
C 0.105 0.366 -0.628
C -0.186 -0.145 0.713
N 0.298 0.061 -0.266
C -0.022 0.350 0.305
C -0.407 -0.201 0.001
O 0.290 -0.257 -0.252
C -0.284 0.263 0.080
H 0.029 -0.089 -0.160
H -0.078 -0.151 0.129
H -0.064 -0.001 -0.023
H -0.114 0.205 0.028
H -0.065 0.007 -0.011
H -0.036 0.088 0.075
H 0.245 -0.005 -0.096
H 0.033 -0.131 -0.170
H 0.093 0.027 -0.150
H 0.132 0.080 0.040
H -0.006 0.000 0.079
H 0.037 -0.020 0.182
H -0.066 -0.098 0.026
H 0.252 -0.127 0.093
H -0.050 -0.018 -0.181
C -0.140 -0.433 0.140
O 0.259 0.582 -0.165
C -0.652 -0.377 0.016
C 0.710 0.165 -0.195
N -0.217 -0.147 0.292
C 0.174 -0.293 -0.076
C 0.069 0.306 -0.341
O -0.247 0.186 0.346
C -0.004 -0.146 -0.341
H -0.141 0.119 -0.017
H 0.160 0.132 -0.040
H -0.022 0.052 -0.044
H 0.009 -0.169 -0.163
H -0.019 0.020 -0.051
H 0.063 -0.084 -0.075
H -0.080 -0.047 0.242
H -0.143 0.132 0.087
H -0.137 -0.033 0.073
H 0.050 -0.109 0.077
H 0.085 -0.012 -0.027
H 0.190 -0.023 0.050
H 0.042 0.120 -0.058
H 0.117 0.018 0.273
H -0.137 0.055 -0.063
C -0.121 0.168 -0.345
O 0.195 -0.251 0.552
C -0.346 -0.145 -0.622
C 0.139 0.313 0.671
N 0.097 -0.012 -0.400
C -0.192 0.427 0.124
C -0.172 -0.297 0.315
O 0.349 -0.225 -0.277
C -0.353 0.021 0.109
H 0.046 -0.150 -0.101
H 0.091 -0.037 0.189
H -0.048 -0.043 0.023
H -0.215 0.094 0.018
H -0.046 -0.032 0.032
H -0.068 0.089 0.052
H 0.149 0.036 -0.203
H 0.076 -0.186 -0.092
H 0.014 -0.047 -0.182
H 0.044 0.126 -0.067
H 0.015 0.085 0.082
H 0.089 0.154 0.113
H 0.025 -0.065 0.117
H 0.264 0.122 -0.050
H -0.062 -0.132 -0.046
C 0.005 0.325 -0.233
O -0.019 -0.521 0.358
C 0.365 0.613 -0.120
C -0.293 -0.680 -0.126
N -0.059 0.416 0.025
C -0.073 -0.170 -0.439
C 0.258 -0.334 0.131
O -0.170 0.322 0.363
C 0.262 -0.102 -0.200
H 0.046 0.111 0.143
H -0.054 -0.182 0.095
H 0.065 -0.021 0.010
H 0.127 -0.032 -0.196
H 0.057 -0.033 0.004
H 0.007 -0.060 -0.108
H -0.144 0.208 0.036
H 0.039 0.102 0.190
H 0.020 0.184 0.024
H -0.107 0.064 -0.081
H -0.031 -0.084 -0.050
H -0.157 -0.112 -0.064
H 0.012 -0.110 0.089
H -0.286 0.054 0.038
H 0.124 0.040 0.096

Output
2S+1: 1
HOMO in eV: -8.306